Here is C40H60CaO20 as an isolated structure in a non-equilibrium geometry from the Open Molecules 2025 dataset. Energies are from wB97M-V/def2-TZVPD.

Each line ends with the Löwdin charge.
CARTESIAN COORDINATES (ANGSTROEM)
Ca: -0.60 0.55 -0.20  1.48
O: -2.36 2.06 -0.31  -0.06
C: -3.41 2.47 -0.84  -0.49
O: -4.17 1.74 -1.51  0.09
C: -5.19 2.44 -2.16  -0.11
C: -4.61 3.88 -2.15  -0.14
C: -3.80 3.91 -0.87  -0.04
H: -6.09 2.31 -1.55  0.14
H: -5.18 2.30 -3.24  0.13
H: -5.46 4.54 -2.02  0.12
H: -4.13 4.03 -3.11  0.12
H: -4.41 4.01 0.03  0.15
H: -2.95 4.58 -1.00  0.13
O: 0.20 -1.47 1.49  0.08
C: 0.76 -2.39 2.04  -0.44
O: 0.85 -3.59 1.43  0.02
C: 1.62 -4.57 2.21  -0.10
C: 1.60 -3.86 3.55  -0.18
C: 1.59 -2.41 3.27  -0.08
H: 2.69 -4.55 1.98  0.13
H: 1.22 -5.59 2.24  0.13
H: 2.39 -4.21 4.21  0.13
H: 0.80 -4.26 4.17  0.13
H: 2.54 -1.87 3.16  0.12
H: 1.14 -1.79 4.04  0.14
O: -1.34 1.12 2.16  -0.01
C: -1.63 1.81 3.16  -0.43
O: -2.43 2.85 3.15  0.06
C: -2.63 3.24 4.57  -0.09
C: -2.47 1.89 5.40  -0.12
C: -1.35 1.29 4.58  -0.08
H: -3.68 3.51 4.68  0.12
H: -1.96 4.04 4.86  0.13
H: -3.42 1.36 5.30  0.11
H: -2.39 2.11 6.47  0.12
H: -1.43 0.21 4.68  0.13
H: -0.37 1.66 4.87  0.13
O: -1.20 0.09 -2.63  0.04
C: -1.39 -0.35 -3.74  -0.43
O: -1.27 -1.72 -3.99  -0.03
C: -1.56 -2.12 -5.27  -0.15
C: -1.49 -0.73 -5.92  -0.13
C: -1.99 0.38 -4.89  -0.02
H: -2.58 -2.46 -5.10  0.14
H: -0.80 -2.85 -5.55  0.14
H: -2.22 -0.72 -6.73  0.11
H: -0.49 -0.37 -6.17  0.12
H: -3.08 0.34 -4.84  0.13
H: -1.63 1.37 -5.17  0.13
O: 8.37 -0.63 -0.68  0.10
C: 7.25 -0.58 -0.17  -0.55
O: 6.57 0.46 -0.42  0.08
C: 5.21 0.37 0.14  -0.10
C: 5.16 -0.92 0.97  -0.13
C: 6.43 -1.61 0.50  -0.06
H: 4.36 0.23 -0.53  0.09
H: 5.00 1.34 0.59  0.11
H: 4.24 -1.41 0.66  0.11
H: 5.11 -0.73 2.04  0.09
H: 6.24 -2.36 -0.27  0.14
H: 6.91 -2.20 1.28  0.14
O: 0.01 2.44 -1.46  -0.04
C: 0.50 3.56 -1.27  -0.48
O: 0.28 4.29 -0.23  0.07
C: 0.84 5.60 -0.40  -0.10
C: 0.88 5.70 -1.94  -0.15
C: 1.21 4.29 -2.41  -0.05
H: 1.84 5.55 0.04  0.13
H: 0.26 6.47 -0.08  0.14
H: 1.63 6.38 -2.35  0.13
H: -0.07 6.11 -2.27  0.13
H: 2.17 3.78 -2.41  0.14
H: 0.62 4.21 -3.32  0.13
O: -3.99 -3.62 -1.62  0.13
C: -3.11 -4.20 -1.06  -0.45
O: -3.19 -5.13 -0.08  0.02
C: -1.94 -5.74 0.26  -0.14
C: -1.08 -5.30 -0.89  -0.19
C: -1.64 -4.09 -1.52  -0.07
H: -2.18 -6.79 0.16  0.13
H: -1.69 -5.58 1.31  0.12
H: -1.07 -6.22 -1.48  0.13
H: -0.04 -5.10 -0.65  0.11
H: -1.49 -4.31 -2.57  0.13
H: -1.12 -3.17 -1.27  0.12
O: 1.06 -0.45 -1.37  -0.02
C: 1.93 -0.72 -2.16  -0.41
O: 3.14 -1.10 -1.81  0.03
C: 4.13 -1.06 -2.86  -0.10
C: 3.49 -0.21 -3.97  -0.14
C: 2.06 -0.44 -3.66  -0.08
H: 4.28 -2.08 -3.19  0.14
H: 5.10 -0.64 -2.62  0.13
H: 3.81 -0.55 -4.95  0.13
H: 3.69 0.86 -3.97  0.12
H: 1.69 -1.14 -4.42  0.13
H: 1.49 0.47 -3.85  0.13
O: -2.67 -0.76 -0.08  -0.01
C: -3.44 -1.24 0.76  -0.47
O: -3.02 -1.71 1.91  0.04
C: -4.19 -2.08 2.80  -0.07
C: -5.26 -2.51 1.80  -0.12
C: -4.89 -1.62 0.61  -0.06
H: -4.46 -1.19 3.36  0.12
H: -3.90 -2.84 3.53  0.13
H: -6.32 -2.41 2.03  0.13
H: -5.08 -3.57 1.61  0.11
H: -5.49 -0.73 0.81  0.13
H: -5.06 -1.98 -0.41  0.12
O: 1.20 1.66 1.18  0.03
C: 2.22 1.68 1.86  -0.39
O: 2.59 0.74 2.73  0.03
C: 3.65 0.99 3.57  -0.19
C: 3.75 2.52 3.59  -0.10
C: 3.10 2.89 2.20  -0.04
H: 4.60 0.63 3.17  0.10
H: 3.59 0.57 4.57  0.14
H: 4.82 2.68 3.60  0.12
H: 3.31 2.90 4.52  0.12
H: 3.74 3.21 1.38  0.12
H: 2.59 3.84 2.39  0.12

Output
max |F| = 0.12067 hartree/bohr
HOMO-LUMO gap = 9.69 eV
total charge = +2
lowest unoccupied orbital energy = -3.70 eV
HOMO energy = -0.492 hartree

=====

Here is C40H60Cl3CsGe2N5O2P3 as an isolated structure in a non-equilibrium geometry from the Open Molecules 2025 dataset. Energies are from wB97M-V/def2-TZVPD.

Each line ends with the Löwdin charge.
CARTESIAN COORDINATES (ANGSTROEM)
Cs: -9.08 -21.49 -2.71  0.56
C: -4.17 -18.01 -1.02  -0.12
C: -5.32 -18.78 -1.59  -0.62
C: -6.44 -18.87 -0.69  -0.10
P: -5.47 -20.56 -2.01  0.98
C: -4.08 -20.53 -3.32  -0.39
N: -4.65 -20.50 -4.66  -0.22
Ge: -6.65 -20.73 -4.87  0.99
N: -7.25 -18.69 -5.91  -0.17
C: -8.14 -17.77 -5.25  -0.40
P: -9.93 -18.43 -4.89  1.02
C: -11.00 -18.29 -6.41  -0.56
C: -11.27 -19.77 -6.88  -0.13
C: -10.48 -17.39 -7.51  -0.14
C: -10.56 -17.06 -3.79  -0.58
C: -11.90 -17.50 -3.17  -0.13
C: -10.53 -15.65 -4.38  -0.13
C: -6.61 -18.35 -7.05  -0.28
C: -6.83 -17.18 -7.79  -0.07
C: -6.23 -16.91 -9.03  -0.13
C: -5.28 -17.76 -9.57  -0.14
C: -5.02 -18.98 -8.87  -0.04
C: -5.73 -19.27 -7.69  -0.17
N: -5.84 -20.64 -7.21  -0.05
C: -4.49 -21.22 -6.98  -0.16
C: -3.80 -21.98 -7.91  -0.03
C: -2.38 -21.97 -7.87  -0.11
C: -1.76 -21.44 -6.73  -0.12
C: -2.52 -21.02 -5.65  -0.06
C: -3.90 -20.91 -5.74  -0.27
C: -6.75 -21.50 -7.92  -0.18
C: -7.07 -21.41 -9.28  -0.03
C: -7.48 -22.52 -10.01  -0.12
C: -7.65 -23.71 -9.29  -0.11
C: -7.40 -23.75 -7.93  -0.06
C: -7.11 -22.61 -7.17  -0.29
N: -7.04 -22.63 -5.76  -0.21
C: -6.59 -23.88 -5.02  -0.39
P: -7.74 -24.95 -3.92  1.04
C: -9.19 -25.51 -5.18  -0.51
C: -10.22 -26.38 -4.40  -0.14
C: -9.84 -24.29 -5.83  -0.13
C: -6.51 -26.42 -3.74  -0.55
C: -5.17 -25.97 -3.11  -0.14
C: -7.04 -27.55 -2.82  -0.15
C: -4.54 -21.48 -0.66  -0.55
C: -4.36 -22.90 -1.11  -0.17
C: -5.24 -21.51 0.72  -0.12
H: -4.60 -17.19 -0.45  0.07
H: -3.46 -17.59 -1.74  0.07
H: -3.59 -18.64 -0.33  0.07
H: -5.53 -18.38 -2.62  0.11
H: -6.31 -18.41 0.34  0.07
H: -9.56 -20.05 -0.17  -0.02
H: -7.34 -19.59 -0.82  0.00
H: -3.52 -21.48 -3.18  0.07
H: -3.36 -19.72 -3.18  0.08
H: -8.32 -16.78 -5.73  0.05
H: -7.74 -17.60 -4.23  0.07
H: -11.96 -17.83 -6.04  0.11
H: -10.36 -20.22 -7.35  0.08
H: -12.09 -19.75 -7.59  0.06
H: -11.62 -20.40 -6.05  0.03
H: -9.50 -17.71 -7.91  0.07
H: -10.41 -16.33 -7.23  0.06
H: -11.20 -17.45 -8.34  0.07
H: -9.85 -17.10 -2.94  0.10
H: -12.77 -17.23 -3.78  0.07
H: -12.04 -16.99 -2.22  0.07
H: -11.97 -18.59 -2.96  0.05
H: -11.24 -15.51 -5.19  0.06
H: -9.53 -15.35 -4.74  0.07
H: -10.81 -14.95 -3.60  0.06
H: -7.58 -16.46 -7.44  0.08
H: -6.48 -15.96 -9.49  0.09
H: -4.75 -17.52 -10.50  0.08
H: -4.38 -19.76 -9.32  0.11
H: -4.31 -22.47 -8.73  0.12
H: -1.80 -22.37 -8.70  0.08
H: -0.67 -21.52 -6.62  0.09
H: -2.03 -20.67 -4.75  0.09
H: -6.97 -20.44 -9.79  0.11
H: -7.61 -22.46 -11.11  0.10
H: -7.93 -24.58 -9.87  0.09
H: -7.52 -24.71 -7.45  0.09
H: -5.78 -23.60 -4.32  0.05
H: -6.04 -24.54 -5.70  0.08
H: -8.69 -26.12 -5.96  0.08
H: -9.84 -26.81 -3.44  0.04
H: -10.63 -27.21 -5.00  0.07
H: -11.09 -25.75 -4.08  0.03
H: -10.42 -23.71 -5.09  0.07
H: -10.50 -24.64 -6.60  0.08
H: -9.18 -23.50 -6.24  0.05
H: -6.32 -26.84 -4.77  0.11
H: -5.32 -25.48 -2.15  0.06
H: -4.59 -25.27 -3.69  0.05
H: -4.57 -26.87 -2.98  0.07
H: -7.38 -27.18 -1.85  0.08
H: -6.28 -28.28 -2.62  0.05
H: -7.87 -28.11 -3.24  0.05
H: -3.55 -21.02 -0.52  0.10
H: -5.32 -23.41 -1.11  0.07
H: -3.74 -23.40 -0.34  0.08
H: -3.89 -23.11 -2.06  0.05
H: -6.30 -21.82 0.67  0.07
H: -5.20 -20.58 1.30  0.07
H: -4.75 -22.28 1.37  0.07
O: -8.70 -20.76 -0.16  -0.84
O: -14.25 -20.42 -3.35  -0.08
C: -13.10 -20.83 -3.47  -0.65
N: -11.97 -21.22 -3.61  -0.07
Cl: -13.16 -24.67 -2.34  0.08
Ge: -11.61 -23.76 -1.14  -0.18
Cl: -10.43 -25.42 -0.27  0.01
Cl: -12.50 -22.75 0.51  0.10

Output
max |F| = 0.08932 hartree/bohr
relative energy (zero: lowest compared OMol25 entry of this formula, charge and spin) = 362.0 kJ/mol
HOMO-LUMO gap (spin up / spin down) = 5.79 / 3.93 eV
total charge = -2
lowest unoccupied orbital energy (spin up / spin down) = 3.64 / 1.80 eV
HOMO energy (spin up / spin down) = -0.079 / -0.078 hartree

=====

Question: What is the formula in the second record?
Answer: C40H60Cl3CsGe2N5O2P3